# C38H38F5GdN5O2S

A structure of composition C38H38F5GdN5O2S in a non-equilibrium geometry (ωB97M-V/def2-TZVPD, the OMol25 dataset).

Properties
- energy (eV) = -96823.9628
- net charge = +1
- spin multiplicity = 8
- HOMO (spin up / spin down) (eV) = -10.1 / -10.2

Geometry as XYZ:
```
90
Properties=species:S:1:pos:R:3:mulliken_spin:R:1
Gd -0.825 0.293 0.209 7.435
O -3.681 -1.361 1.188 -0.003
C -2.474 -1.511 1.270 -0.022
O -1.651 -0.733 1.902 -0.064
C -1.812 -2.618 0.485 0.007
C -2.372 -3.898 0.360 0.006
C -1.703 -4.823 -0.387 0.000
C -0.498 -4.463 -1.032 -0.004
C 0.252 -5.360 -1.828 0.000
C 1.402 -4.948 -2.438 0.000
C 1.856 -3.619 -2.286 0.003
C 1.153 -2.731 -1.526 -0.022
C -0.034 -3.138 -0.879 0.005
N -0.700 -2.238 -0.107 -0.069
H -3.309 -4.110 0.855 0.000
H -2.087 -5.830 -0.496 0.000
H -0.105 -6.375 -1.952 0.000
H 1.970 -5.638 -3.047 0.000
H 2.765 -3.310 -2.787 0.000
H 1.461 -1.700 -1.407 0.019
N -0.984 2.037 2.274 -0.004
C -2.367 2.481 2.569 -0.001
C -3.155 2.661 1.288 0.000
N -3.174 1.376 0.569 -0.029
H -0.717 1.348 2.970 -0.005
H -0.347 2.815 2.381 0.002
H -2.376 3.407 3.145 0.000
H -2.853 1.709 3.168 0.000
H -2.688 3.416 0.652 -0.001
H -4.162 3.006 1.535 0.000
H -3.823 1.448 -0.208 0.005
H -3.590 0.665 1.171 -0.001
C 1.715 1.924 4.037 0.001
C 1.288 0.491 4.230 -0.006
C 0.970 0.054 5.503 0.001
C 0.639 -1.277 5.744 -0.001
C 0.682 -2.203 4.712 0.000
C 0.995 -1.820 3.419 -0.011
C 1.174 -2.870 2.364 0.003
C 1.245 -0.447 3.161 -0.002
N 1.431 0.017 1.860 -0.002
C 2.623 0.279 1.376 0.007
C 3.898 -0.081 2.083 -0.001
C 2.695 0.961 0.082 0.026
C 3.995 1.591 -0.323 0.000
N 1.602 1.035 -0.608 -0.053
C 1.570 1.659 -1.889 -0.002
C 2.189 1.089 -3.005 0.004
C 3.070 -0.133 -2.933 -0.001
C 1.967 1.675 -4.249 0.001
C 1.166 2.792 -4.390 -0.001
C 0.593 3.370 -3.267 -0.001
C 0.795 2.821 -2.012 -0.009
C 0.250 3.492 -0.780 -0.003
H 0.980 2.606 4.467 0.000
H 1.863 2.178 2.989 0.000
H 2.657 2.102 4.560 0.000
H 0.992 0.763 6.322 0.000
H 0.378 -1.595 6.745 0.000
H 0.486 -3.250 4.913 0.000
H 0.274 -3.481 2.271 0.000
H 1.991 -3.535 2.654 0.000
H 1.411 -2.445 1.394 0.000
H 3.695 -0.644 2.992 0.000
H 4.465 0.815 2.349 0.000
H 4.533 -0.685 1.432 0.000
H 4.330 2.273 0.462 0.000
H 3.883 2.149 -1.249 0.000
H 4.781 0.844 -0.455 0.000
H 3.046 -0.617 -1.959 0.001
H 4.106 0.137 -3.149 0.000
H 2.762 -0.860 -3.686 0.000
H 2.435 1.232 -5.121 0.000
H 0.990 3.217 -5.369 0.000
H -0.021 4.258 -3.364 0.000
H -0.467 4.265 -1.050 0.000
H 1.058 3.954 -0.207 0.000
H -0.241 2.786 -0.107 0.002
F -6.210 2.097 -4.185 -0.001
C -5.078 1.526 -3.799 -0.011
C -4.770 0.236 -4.199 0.006
F -5.621 -0.427 -4.975 0.000
C -3.591 -0.362 -3.791 0.012
F -3.341 -1.603 -4.199 0.000
C -2.671 0.300 -2.980 0.000
S -1.153 -0.403 -2.504 -0.182
C -3.021 1.591 -2.606 -0.026
F -2.187 2.247 -1.783 -0.014
C -4.193 2.209 -2.983 0.006
F -4.473 3.444 -2.561 0.000
```

# C35H49BrN6O2ReS

A structure of composition C35H49BrN6O2ReS (ωB97M-V/def2-TZVPD, the OMol25 dataset).

Properties
- energy (eV) = -133123.1974
- net charge = +2
- spin multiplicity = 2
- HOMO (spin up / spin down) (eV) = -13.3 / -13.3

Geometry as XYZ:
```
95
Properties=species:S:1:pos:R:3:mulliken_spin:R:1
Re -1.737 0.067 -0.205 0.946
C -4.419 1.131 1.161 -0.001
N -3.934 0.226 0.085 -0.051
C -4.552 0.673 -1.214 0.013
C -4.258 2.104 -1.650 -0.003
C -2.772 2.514 -1.672 0.023
N -1.909 1.326 -1.816 -0.025
C -1.384 1.061 -2.983 0.003
C -0.992 -0.227 -3.409 0.013
C -0.360 -0.381 -4.672 0.007
C -0.335 -1.587 -5.295 -0.007
C -0.999 -2.683 -4.699 0.004
C -1.600 -2.570 -3.476 -0.011
C -1.543 -1.361 -2.766 0.024
O -2.101 -1.312 -1.549 0.006
C -4.423 -1.169 0.333 0.009
C -4.071 -1.766 1.694 0.006
C -2.685 -1.506 2.292 -0.009
N -1.561 -1.321 1.347 -0.019
C -0.463 -1.986 1.603 0.021
C 0.835 -1.790 1.061 0.036
C 1.883 -2.568 1.612 0.008
C 3.187 -2.352 1.262 -0.001
C 3.477 -1.357 0.308 0.006
C 2.466 -0.625 -0.270 0.014
C 1.137 -0.819 0.092 -0.011
O 0.221 -0.060 -0.519 0.008
H -5.512 1.160 1.155 0.001
H -4.034 2.139 1.007 -0.005
H -4.077 0.787 2.133 0.005
H -5.636 0.572 -1.129 0.002
H -4.221 -0.028 -1.971 -0.002
H -4.798 2.818 -1.026 0.000
H -4.674 2.184 -2.653 0.000
H -2.521 3.003 -0.736 -0.007
H -2.598 3.217 -2.486 0.000
H -1.370 1.854 -3.730 -0.002
H 0.094 0.491 -5.137 0.000
H 0.152 -1.702 -6.254 0.000
H -1.039 -3.633 -5.223 0.000
H -2.104 -3.407 -3.011 0.000
H -4.013 -1.785 -0.455 -0.008
H -5.509 -1.185 0.225 0.002
H -4.215 -2.841 1.580 0.000
H -4.792 -1.443 2.445 0.000
H -2.455 -2.319 2.976 0.002
H -2.712 -0.596 2.897 0.003
H -0.516 -2.743 2.388 -0.006
H 1.636 -3.346 2.333 0.000
H 3.981 -2.944 1.703 0.000
H 4.504 -1.184 0.005 0.000
H 2.658 0.102 -1.055 0.000
C 4.332 1.846 3.003 -0.001
C 3.565 1.273 4.198 0.000
C 2.079 1.633 4.234 0.002
C 1.262 1.020 3.096 0.008
N 1.353 1.842 1.864 0.004
C 0.387 2.248 1.072 0.024
S -1.313 1.877 1.382 -0.011
N 0.676 2.992 0.017 -0.009
C 2.029 3.433 -0.366 0.002
C 2.534 4.633 0.436 0.000
C 3.874 5.152 -0.090 0.000
C 4.987 4.102 -0.096 0.000
H 5.405 1.681 3.118 0.000
H 4.181 2.930 2.920 0.000
H 4.051 1.366 2.055 0.000
H 4.023 1.642 5.117 0.000
H 3.670 0.183 4.210 0.000
H 1.951 2.722 4.217 0.000
H 1.654 1.282 5.176 0.000
H 0.216 0.943 3.361 -0.007
H 1.636 0.022 2.867 0.001
H 2.279 2.186 1.662 0.002
H -0.108 3.364 -0.485 -0.003
H 1.984 3.692 -1.424 0.000
H 2.704 2.578 -0.275 0.000
H 2.633 4.367 1.498 0.000
H 1.784 5.429 0.377 0.000
H 4.176 5.995 0.533 0.000
H 3.733 5.546 -1.103 0.000
H 5.097 3.630 0.888 0.000
H 5.944 4.563 -0.344 0.000
H 4.812 3.316 -0.838 0.000
Br 1.785 -3.093 -2.566 0.000
C 0.640 -4.402 -1.792 0.001
C 0.839 -5.729 -2.151 0.000
C -0.003 -6.675 -1.598 0.000
C -0.996 -6.267 -0.717 0.000
C -1.097 -4.917 -0.430 -0.002
N -0.284 -3.982 -0.954 -0.002
H 1.630 -6.002 -2.835 0.000
H 0.113 -7.720 -1.854 0.000
H -1.671 -6.982 -0.261 0.000
H -1.876 -4.547 0.239 0.001
```

# C19H14NNiO5S

A structure of composition C19H14NNiO5S (ωB97M-V/def2-TZVPD, the OMol25 dataset).

Properties
- energy (eV) = -83531.2477
- net charge = +1
- spin multiplicity = 3
- HOMO (spin up / spin down) (eV) = -12.2 / -12.2

Geometry as XYZ:
```
41
Properties=species:S:1:pos:R:3:nbo_charge:R:1
Ni -0.510 -1.404 -0.775 1.544
O -4.016 -3.011 -2.431 -0.620
C -2.851 -2.553 -2.040 0.796
O -2.624 -2.127 -0.916 -0.646
C -1.775 -2.594 -3.076 0.062
C -1.824 -3.096 -4.358 -0.173
C -0.647 -3.046 -5.110 -0.136
C 0.517 -2.520 -4.574 -0.166
C 0.480 -2.037 -3.272 0.129
N -0.649 -2.082 -2.585 -0.545
C 1.660 -1.453 -2.476 0.741
O 2.723 -1.330 -3.031 -0.563
O 1.356 -1.172 -1.245 -0.847
H -4.653 -2.963 -1.698 0.523
H -2.736 -3.515 -4.758 0.256
H -0.649 -3.432 -6.121 0.247
H 1.445 -2.478 -5.127 0.269
O -0.613 -0.524 0.905 -1.066
S 0.637 -0.122 1.718 1.282
C -0.042 0.603 3.187 -0.293
C -1.184 1.393 3.148 -0.137
C -1.649 1.944 4.327 -0.211
C -0.971 1.711 5.522 -0.167
C 0.165 0.919 5.546 -0.197
C 0.634 0.349 4.369 -0.192
C 1.287 1.292 0.862 -0.179
C 2.653 1.499 0.940 -0.214
C 3.203 2.590 0.281 -0.188
C 2.389 3.439 -0.450 -0.176
C 1.019 3.209 -0.529 -0.184
C 0.457 2.131 0.132 -0.245
H -1.704 1.558 2.214 0.222
H -2.539 2.557 4.321 0.230
H -1.339 2.150 6.439 0.231
H 0.682 0.733 6.477 0.233
H 1.512 -0.286 4.374 0.232
H 3.284 0.811 1.488 0.232
H 4.270 2.764 0.325 0.234
H 2.822 4.281 -0.972 0.231
H 0.391 3.874 -1.107 0.227
H -0.607 1.939 0.076 0.225
```